(1)
DFT (the ωB97M-V functional and the def2-TZVPD basis) results for an isolated molecule of C20H21BN2O5 in a non-equilibrium geometry.

Properties
Energy = -1285.4248 hartree
Largest force on an atom = 2.75 eV/Å
Frontier orbital gap = 0.3046 hartree
HOMO energy = -7.91 eV
Energy above the lowest of the compared OMol25 structures with the same formula, charge and spin = 9.0 kcal/mol
SMILES = CC(=O)Nc1cccc(CC(=O)N[C@@H](Cc2coc3ccccc23)B(O)O)c1

```
49
Properties=species:S:1:pos:R:3:forces:R:3
C 1.892 -0.398 -4.388 0.33 -0.38 0.70
C 1.229 -1.095 -3.221 0.47 -1.33 -0.22
O 0.306 -0.551 -2.666 -0.85 0.71 0.26
N 1.655 -2.368 -2.827 -0.30 0.50 -1.12
C 0.969 -3.214 -1.927 0.17 0.26 1.15
C 1.308 -4.560 -1.805 -0.07 0.80 -0.59
C 0.886 -5.300 -0.730 -0.13 -0.04 0.54
C 0.153 -4.711 0.283 0.12 0.00 -0.92
C -0.315 -3.423 0.076 0.02 -0.86 0.17
C -1.286 -2.864 1.026 -0.85 0.17 0.40
C -1.102 -1.391 1.131 -0.57 1.16 -0.01
O -0.501 -0.911 2.082 -0.17 -0.13 -0.47
N -1.577 -0.599 0.101 -0.22 -0.99 0.02
C -1.408 0.818 0.166 -1.46 1.46 0.05
C 0.016 1.355 0.074 1.06 0.28 -0.32
C 0.160 2.728 0.691 0.60 -0.05 -0.04
C 0.393 3.961 0.150 -0.53 -1.82 0.83
O 0.539 4.908 1.129 -0.13 0.86 0.41
C 0.397 4.288 2.353 -0.37 -2.07 -0.01
C 0.398 4.747 3.691 0.66 1.65 -2.10
C 0.348 3.856 4.707 -0.23 -1.34 0.87
C 0.241 2.465 4.451 -0.27 1.27 -0.31
C 0.082 2.007 3.172 0.87 -1.28 -0.26
C 0.203 2.907 2.117 -0.30 1.25 -0.09
B -2.126 1.585 -1.035 0.61 -0.67 0.62
O -2.001 1.156 -2.329 -0.03 0.01 -0.08
O -2.780 2.735 -0.710 -0.24 -0.58 -0.22
C 0.082 -2.676 -0.995 0.68 0.13 -1.15
H 1.236 -0.438 -5.253 -0.07 0.14 0.04
H 2.840 -0.835 -4.631 0.52 -0.35 -0.30
H 2.086 0.621 -4.063 -0.24 0.14 -0.22
H 2.389 -2.826 -3.353 -0.16 0.35 -0.03
H 1.898 -4.995 -2.569 0.65 -0.53 -0.59
H 1.122 -6.341 -0.645 0.34 -0.37 -0.08
H -0.066 -5.272 1.166 -0.36 -0.15 0.41
H -2.311 -3.144 0.731 0.23 0.14 0.11
H -1.065 -3.264 2.003 -0.25 -0.12 0.40
H -2.240 -0.931 -0.614 0.79 -0.23 0.88
H -1.942 1.158 1.068 0.66 0.18 0.08
H 0.322 1.424 -0.985 -0.06 -0.16 0.29
H 0.723 0.644 0.541 -0.23 0.41 0.00
H 0.400 4.212 -0.903 0.21 0.57 0.33
H 0.541 5.796 3.894 -0.11 0.22 0.05
H 0.370 4.231 5.734 0.09 -0.20 -0.33
H 0.273 1.771 5.243 -0.09 -0.62 0.92
H 0.057 0.917 2.958 -0.28 0.97 0.20
H -1.290 0.499 -2.470 -0.29 0.22 0.05
H -3.272 2.969 -1.492 -0.37 0.80 -0.51
H -0.232 -1.656 -1.126 0.15 -0.40 0.20
```
Forces are in eV/Å.

(2)
DFT (the ωB97M-V functional and the def2-TZVPD basis) results for a 2-piece molecular cluster, C7H14O overall in a non-equilibrium geometry.

Properties
Energy = -350.1861 hartree
Largest force on an atom = 3.85 eV/Å
Frontier orbital gap = 0.3286 hartree
HOMO energy = -8.13 eV
Energy above the lowest of the compared OMol25 structures with the same formula, charge and spin = 108.8 kcal/mol

```
22
Properties=species:S:1:pos:R:3:forces:R:3
C -1.329 -0.125 0.474 0.04 1.68 -2.23
C -0.828 0.959 -0.197 -1.87 -1.05 1.14
C -0.742 -0.609 1.715 3.05 -0.01 -0.90
C -2.505 -0.912 -0.064 1.71 -2.80 0.31
C -1.394 1.566 -1.430 0.73 -0.10 1.27
C 3.948 -0.837 0.629 -0.72 1.38 -0.95
C 2.778 -1.255 -0.218 -0.34 -1.63 3.47
O 2.645 -0.751 -1.343 0.74 1.54 -2.67
H -0.543 0.260 2.305 0.70 0.31 0.75
H -1.422 -1.200 2.220 -1.20 -1.46 1.19
H 0.228 -1.202 1.458 -1.57 0.90 0.77
H -2.415 -2.084 0.239 -0.30 2.81 -0.39
H -2.351 -0.940 -1.134 -0.87 0.06 -0.36
H -3.446 -0.512 0.275 -0.46 0.01 -0.15
H -1.794 2.564 -1.369 -0.89 0.09 0.43
H -0.620 1.693 -2.099 2.19 0.42 -1.59
H -1.929 0.819 -1.888 -2.30 -0.99 -1.23
H 4.502 -1.732 0.730 0.96 -0.96 0.17
H 4.586 0.028 0.275 -0.45 -0.68 0.06
H 3.548 -0.629 1.617 0.01 0.13 0.14
H -0.066 1.575 0.198 1.09 0.11 0.97
H 3.407 -0.158 -1.578 -0.26 0.21 -0.19
```
Forces are in eV/Å.

(3)
DFT (the ωB97M-V functional and the def2-TZVPD basis) results for a 2-piece molecular cluster, C7H12 overall.

Properties
Energy = -273.7689 hartree
Largest force on an atom = 0.88 eV/Å
Frontier orbital gap = 0.3478 hartree
HOMO energy = -8.36 eV
Energy above the lowest of the compared OMol25 structures with the same formula, charge and spin = 87.6 kcal/mol
SMILES = C=C1CC1.C=CC

```
19
Properties=species:S:1:pos:R:3:forces:R:3
C 0.607 -1.505 -0.512 0.07 -0.24 -0.14
C -0.632 -1.045 -0.487 -0.02 -0.21 0.29
C -1.846 -0.789 0.319 -0.10 -0.01 0.16
C -1.884 -1.548 -1.000 -0.14 -0.47 -0.24
H 1.470 -1.072 -0.019 -0.30 -0.20 0.36
H 0.738 -2.444 -1.051 0.41 0.49 -0.50
H -2.462 0.107 0.397 0.49 0.03 -0.16
H -1.866 -1.414 1.208 -0.02 0.25 0.07
H -2.355 -0.995 -1.810 0.13 -0.24 0.02
H -1.882 -2.624 -1.041 -0.82 -0.32 -0.06
C 0.320 1.519 -0.627 -0.04 0.36 -0.51
C 0.564 1.375 0.658 -0.11 0.72 0.37
C 1.972 1.415 1.154 0.19 0.02 -0.01
H -0.645 1.800 -1.040 0.03 -0.45 0.06
H 1.148 1.382 -1.324 -0.22 0.30 -0.05
H -0.234 1.419 1.401 0.13 0.07 -0.19
H 2.220 2.480 1.132 0.39 -0.13 0.34
H 2.673 0.907 0.480 -0.15 0.04 0.10
H 2.092 1.031 2.162 0.06 -0.03 0.08
```
Forces are in eV/Å.

(4)
DFT (the ωB97M-V functional and the def2-TZVPD basis) results for a 2-piece molecular cluster, C12H17N overall in a non-equilibrium geometry.

Properties
Energy = -522.1907 hartree
Largest force on an atom = 2.22 eV/Å
Frontier orbital gap = 0.3203 hartree
HOMO energy = -7.82 eV
Energy above the lowest of the compared OMol25 structures with the same formula, charge and spin = 18.6 kcal/mol
SMILES = Cc1c[nH]c2ccccc12.CCC

```
30
Properties=species:S:1:pos:R:3:forces:R:3
C 2.276 0.644 -1.460 -0.69 -0.72 -0.67
C 1.260 0.986 -0.402 0.45 0.31 -0.31
C 0.166 1.778 -0.605 0.19 -0.15 0.31
N -0.419 2.087 0.604 -0.08 0.37 0.50
C 0.327 1.530 1.626 -0.45 -1.54 -0.70
C 0.039 1.389 2.988 -0.28 1.16 -0.76
C 0.894 0.642 3.737 0.99 -0.52 0.77
C 2.006 -0.049 3.181 -1.13 0.08 -0.52
C 2.205 -0.005 1.816 -0.16 -0.31 -0.11
C 1.322 0.735 1.008 0.70 1.06 0.47
H 2.673 1.515 -1.978 -0.03 0.19 0.20
H 1.771 0.046 -2.230 0.12 0.02 -0.09
H 3.126 0.036 -1.161 -0.07 0.06 0.51
H -0.301 2.106 -1.517 0.19 0.22 -0.14
H -1.071 2.846 0.727 -0.02 -0.27 -0.03
H -0.827 1.933 3.348 0.12 -0.19 0.49
H 0.787 0.561 4.813 -0.34 0.02 -0.05
H 2.526 -0.756 3.810 0.40 0.23 0.02
H 2.966 -0.607 1.333 0.10 0.01 0.12
C -0.856 -1.912 -1.266 -0.04 0.59 1.66
C -2.354 -2.044 -1.522 0.02 0.16 0.20
C -2.819 -0.960 -2.470 -0.27 -0.01 -2.21
H -0.588 -0.869 -1.066 0.00 0.20 -1.06
H -0.539 -2.228 -0.260 -0.23 -1.06 -0.40
H -0.272 -2.388 -2.042 0.32 0.17 -0.06
H -2.939 -1.967 -0.603 0.23 -0.03 0.13
H -2.554 -3.034 -1.934 -0.18 0.01 -0.01
H -3.896 -0.791 -2.552 -0.02 0.10 0.75
H -2.628 -1.207 -3.534 0.36 -0.32 0.38
H -2.282 -0.016 -2.388 -0.19 0.14 0.63
```
Forces are in eV/Å.